# 1
Computed, not measured: a cluster of 2 separate species, C34H42F4I2N2O8 in total at a distorted geometry, with ωB97M-V/def2-TZVPD.

CARTESIAN COORDINATES (ANGSTROEM)
1 C -5.80072 1.03775 -1.92168
2 C -6.53531 0.32199 -0.78481
3 C -6.39230 1.00691 0.58575
4 C -6.63713 0.00729 1.71959
5 C -5.35851 -0.68593 2.21101
6 C -4.14533 0.18871 2.46575
7 C -4.17440 1.41327 3.15662
8 C -5.42455 2.01686 3.77076
9 C -5.98788 1.32336 4.97365
10 O -6.71459 1.82172 5.73840
11 F -5.57478 0.08264 5.16571
12 C -3.01961 2.17532 3.30640
13 C -1.78337 1.76671 2.82667
14 C -0.59309 2.65217 3.05298
15 O 0.03400 2.24462 4.27317
16 C 0.89682 3.17703 4.77438
17 C 2.34000 2.82187 4.67103
18 O 0.50163 4.17768 5.29284
19 C -1.73226 0.54813 2.15512
20 C -2.88886 -0.21660 1.97226
21 C -2.68646 -1.50461 1.24720
22 O -3.23805 -2.53222 1.54164
23 C -1.70351 -1.46401 0.12133
24 C -1.85421 -2.17987 -1.07165
25 I -3.58746 -3.32517 -1.40720
26 C -0.87653 -2.13726 -2.06402
27 C -0.98298 -2.94285 -3.33926
28 C -1.92297 -2.34792 -4.40320
29 O -2.65983 -3.40850 -4.98096
30 C -3.50133 -3.01821 -6.03274
31 C -4.92301 -2.79899 -5.56150
32 F -5.06120 -1.67947 -4.84187
33 F -5.34435 -3.82886 -4.80987
34 F -5.75507 -2.71050 -6.61655
35 C 0.28401 -1.34581 -1.88134
36 N 1.27318 -1.31255 -2.85304
37 C 0.41823 -0.62355 -0.68819
38 I 2.13641 0.58742 -0.47328
39 C -0.56002 -0.69104 0.29498
40 C -0.45020 0.01428 1.60860
41 O 0.59022 0.12365 2.19606
42 H -6.46823 1.69969 -2.46493
43 H -4.98525 1.62496 -1.51410
44 H -5.40614 0.30482 -2.61324
45 H -6.14864 -0.69089 -0.67007
46 H -7.59381 0.20105 -0.99356
47 H -5.41964 1.48435 0.65941
48 H -7.16455 1.77240 0.64591
49 H -7.18204 0.42961 2.55849
50 H -7.27738 -0.78105 1.33302
51 H -5.07835 -1.38970 1.44231
52 H -5.56210 -1.29575 3.08191
53 H -6.18996 2.13764 3.01464
54 H -5.19398 3.01501 4.12049
55 H -3.08442 3.11241 3.83660
56 H -0.89308 3.69418 3.10226
57 H 0.10678 2.49360 2.23405
58 H 2.56227 2.29318 3.75034
59 H 2.56785 2.15047 5.49744
60 H 2.93659 3.71446 4.79874
61 H -1.33409 -3.94460 -3.12120
62 H -0.00154 -3.06830 -3.77747
63 H -2.57219 -1.61416 -3.92532
64 H -1.34343 -1.83650 -5.17318
65 H -3.13850 -2.12117 -6.53042
66 H -3.54523 -3.82651 -6.75839
67 H 0.92932 -1.38248 -3.79604
68 H 1.91125 -0.53579 -2.75249
69 C 5.61563 -0.98369 0.41858
70 O 5.86759 0.23975 -0.25052
71 C 6.46705 1.23980 0.56530
72 C 7.91501 1.47781 0.18952
73 N 8.75671 0.34310 0.54602
74 C 10.11196 0.38372 -0.00068
75 C 10.29526 0.40528 -1.51585
76 O 9.94078 -0.79537 -2.17474
77 C 8.56391 -0.95771 -2.45515
78 H 4.96562 -1.58116 -0.21880
79 H 6.53555 -1.55084 0.59558
80 H 5.10690 -0.81773 1.37207
81 H 6.37095 0.99043 1.62597
82 H 5.91348 2.16732 0.38934
83 H 8.27404 2.36436 0.72107
84 H 7.94088 1.69758 -0.88594
85 H 8.30988 -0.50961 0.23826
86 H 10.63350 -0.49847 0.37806
87 H 10.62281 1.25610 0.41956
88 H 11.36423 0.53359 -1.70366
89 H 9.79460 1.26007 -1.98688
90 H 8.07830 -0.00555 -2.68348
91 H 8.03904 -1.44948 -1.63160
92 H 8.48016 -1.60566 -3.32794

Summary:
HOMO = -8.8 eV
SMILES string = CCCCCc1c(CC(=O)F)cc(COC(C)=O)c2c1C(=O)c1c(I)c(CCOCC(F)(F)F)c(N)c(I)c1C2=O.COCCNCCOC
Net charge = 0
Max |F| = 0.035 Eh/bohr

***

# 2
Computed, not measured: a structure of composition C34H42FeNO4 at a distorted geometry, with ωB97M-V/def2-TZVPD.

CARTESIAN COORDINATES (ANGSTROEM)
1 O -0.29525 0.12471 -6.44276
2 C -0.41923 1.46073 -7.09441
3 C -0.48992 0.90393 -8.49383
4 H 0.47101 2.09352 -6.96730
5 H -1.34650 1.99258 -6.83149
6 C -0.37979 -0.45002 -7.76524
7 H 0.36134 1.14692 -9.12424
8 H -1.45188 1.05917 -8.97081
9 C 0.86147 -1.17711 -8.22149
10 H 1.78391 -0.58328 -8.17026
11 H 0.71557 -1.44808 -9.27867
12 H 0.98056 -2.10834 -7.65846
13 C -1.62638 -1.26709 -8.00263
14 H -2.54888 -0.70520 -7.78517
15 H -1.56123 -2.18653 -7.41154
16 H -1.64360 -1.54482 -9.06832
17 Fe -0.95465 -0.32182 0.72407
18 C -3.12947 -0.65051 1.45660
19 C -2.99968 0.76044 1.62352
20 C -2.77116 1.34865 0.34900
21 H -3.16522 1.29312 2.55242
22 C -2.79388 0.30966 -0.63701
23 C -3.02540 -0.93576 0.04658
24 H -3.18763 -1.89806 -0.43576
25 H -3.35921 -1.37246 2.23958
26 H -2.69716 2.40904 0.13823
27 H -2.74054 0.43842 -1.71414
28 C 0.28372 -2.26168 1.52178
29 C -0.51720 -2.63882 0.39227
30 C 0.07643 -2.06716 -0.77292
31 H -1.34846 -3.33878 0.40645
32 C 1.18878 -1.27891 -0.36711
33 C 1.33238 -1.40873 1.04480
34 H 2.17351 -1.04523 1.62721
35 H 0.18071 -2.68530 2.52001
36 H -0.19324 -2.29067 -1.79698
37 H 1.84700 -0.74113 -1.04080
38 O 0.77308 0.48419 -3.31744
39 C -0.54941 -0.13770 -3.56173
40 C -1.51448 0.99226 -4.08071
41 H -0.93325 -0.50006 -2.56599
42 H -0.40548 -0.99397 -4.25598
43 C -0.53651 2.18970 -4.17043
44 H -2.25834 1.23036 -3.27850
45 H -2.00812 0.75877 -5.04297
46 C 0.38125 1.87901 -2.96847
47 H -1.00864 3.17787 -4.19096
48 H 0.02938 2.01147 -5.11140
49 H -0.21705 1.91603 -2.01395
50 H 1.29057 2.49317 -2.84060
51 C 4.67320 0.67010 5.78534
52 C 3.72183 -0.43075 5.39949
53 C 4.20554 -1.56572 4.74504
54 C 3.35327 -2.60095 4.35589
55 C 1.99465 -2.48155 4.61280
56 C 1.48107 -1.25496 5.08440
57 N 0.11361 -1.09840 4.94188
58 C -0.66029 0.07576 5.05826
59 C -1.68182 0.15345 6.01171
60 C -2.32138 1.37098 6.22506
61 C -1.95546 2.50819 5.49049
62 C -1.04437 2.38991 4.43412
63 C -0.43848 1.16506 4.20331
64 C 0.46300 0.96006 3.01294
65 O 1.66823 0.78626 3.20068
66 O -0.11440 0.99245 1.84151
67 C 2.35033 -0.28386 5.64992
68 C 1.85409 0.84720 6.48393
69 H 4.34439 1.62222 5.34114
70 H 4.78069 0.82073 6.87084
71 H 5.66599 0.42935 5.39399
72 H 5.27498 -1.63031 4.55871
73 H 3.71470 -3.49289 3.85005
74 H 1.28452 -3.29560 4.41543
75 H -0.39919 -1.93904 4.69117
76 H -1.91142 -0.74370 6.58968
77 H -3.10897 1.44414 6.97258
78 H -2.39477 3.49016 5.69000
79 H -0.78357 3.21656 3.76299
80 H 1.55717 1.72040 5.88414
81 H 0.99952 0.54688 7.09958
82 H 2.65951 1.17142 7.15086

Summary:
HOMO (alpha / beta) = -7.1 / -7.1 eV
Relative energy (zero: lowest compared OMol25 entry of this formula, charge and spin) = 66.79 kJ/mol
Net charge = 0
Max |F| = 0.046 Eh/bohr
Multiplicity = 6

***

# 3
Computed, not measured: a structure of composition C34H42IN5O3S2Ti at a distorted geometry, with ωB97M-V/def2-TZVPD.

CARTESIAN COORDINATES (ANGSTROEM)
1 Ti -0.01243 0.71836 0.05964
2 C 6.68012 0.43084 2.64582
3 C 5.39053 0.18111 1.91842
4 C 4.88792 -1.08043 1.71996
5 C 3.66529 -1.30137 1.04502
6 C 3.24507 -2.63279 0.84572
7 N 2.15086 -2.97739 0.22383
8 C 1.77033 -4.35338 -0.09792
9 C 0.96304 -5.07371 0.98616
10 C -0.22672 -4.28621 1.55446
11 N -0.82191 -3.40794 0.56045
12 C -1.85375 -3.60975 -0.19515
13 C -2.21721 -2.69348 -1.22533
14 C -3.30390 -3.01078 -2.05991
15 C -3.63622 -2.24197 -3.15630
16 C -4.80774 -2.58904 -4.03160
17 C -2.81441 -1.14942 -3.43805
18 C -1.74810 -0.77247 -2.62992
19 C -0.86001 0.29648 -3.05510
20 N -0.01181 0.90708 -2.32834
21 C 0.76789 1.93869 -3.02302
22 C 0.50819 3.29349 -2.37954
23 C 1.43884 3.53992 -1.20632
24 N 1.65824 2.30639 -0.41025
25 C 2.83874 2.23225 0.06882
26 C 3.44859 1.08948 0.72307
27 C 4.66197 1.24783 1.37339
28 C 2.89417 -0.19705 0.57276
29 O 1.73514 -0.39060 0.02080
30 C -1.43912 -1.52013 -1.47910
31 O -0.43931 -1.18335 -0.71087
32 H 7.12103 -0.49902 2.99932
33 H 6.51890 1.07750 3.50888
34 H 7.40516 0.92279 1.99670
35 H 5.43902 -1.94108 2.08285
36 H 3.87868 -3.43784 1.20994
37 H 1.62043 -2.18328 -0.15696
38 H 2.67392 -4.92444 -0.31073
39 H 1.20157 -4.30418 -1.02585
40 H 1.61196 -5.35468 1.81717
41 H 0.61246 -6.00722 0.54265
42 H 0.09449 -3.64667 2.37745
43 H -0.98928 -4.96069 1.94184
44 H -0.37427 -2.50026 0.36360
45 H -2.42919 -4.52127 -0.05491
46 H -3.88206 -3.90118 -1.83656
47 H -5.75025 -2.37792 -3.52461
48 H -4.80493 -3.64707 -4.29175
49 H -4.79104 -2.01602 -4.95665
50 H -3.00629 -0.57064 -4.33591
51 H -0.95391 0.56298 -4.11157
52 H 0.49945 1.94954 -4.08180
53 H 1.82560 1.67356 -2.95514
54 H -0.53526 3.33763 -2.07015
55 H 0.65979 4.08735 -3.11152
56 H 1.05031 4.30445 -0.53897
57 H 2.40609 3.86713 -1.59375
58 H 3.51951 3.07470 -0.07395
59 H 5.06998 2.25012 1.45969
60 S -0.20765 3.53440 1.53808
61 C 0.61389 2.41360 2.52643
62 C 1.03569 2.74354 3.83796
63 C 1.59342 1.79143 4.64397
64 C 1.73325 0.47776 4.15843
65 C 1.31416 0.21742 2.88605
66 N 0.79242 1.15910 2.06695
67 H 0.88045 3.75828 4.17477
68 H 1.90044 2.03909 5.65134
69 H 2.14047 -0.31283 4.77152
70 H 1.37665 -0.78229 2.47539
71 O -1.69661 1.61664 -0.51827
72 S -2.78269 2.43104 0.23952
73 C -3.10352 3.85885 -0.81947
74 C -4.62383 3.96681 -0.83871
75 C -5.11793 2.55643 -1.15628
76 C -4.33871 1.60248 -0.24732
77 H -2.71835 3.62128 -1.81199
78 H -2.58087 4.71980 -0.40710
79 H -4.94517 4.70139 -1.57529
80 H -4.99540 4.29788 0.13387
81 H -4.91204 2.32275 -2.20252
82 H -6.19006 2.45232 -1.00010
83 H -4.05249 0.66235 -0.71941
84 H -4.86387 1.38417 0.68232
85 I -2.26229 0.64325 3.15943
86 C -1.32744 -0.22458 1.46841
87 H -2.12943 -0.62916 0.85140
88 H -0.73671 -1.04814 1.86975

Summary:
HOMO = -11.9 eV
Relative energy (zero: lowest compared OMol25 entry of this formula, charge and spin) = 27.69 kJ/mol
Net charge = +2
Max |F| = 0.020 Eh/bohr

***

# 4
Computed, not measured: a structure of composition C34H42MgNO2 at a distorted geometry, with ωB97M-V/def2-TZVPD.

CARTESIAN COORDINATES (ANGSTROEM)
1 C 2.33906 -0.35315 0.73803
2 C 2.27985 -1.14958 -0.43512
3 C 1.69179 -0.38368 -1.46271
4 H 2.67993 -2.15507 -0.55000
5 C 1.32161 0.89272 -0.91294
6 C 1.76694 0.90991 0.44947
7 H 0.98843 1.76274 -1.48780
8 C -1.49290 -2.38893 1.30494
9 C -0.39826 -3.15534 0.83033
10 C -0.31191 -2.99209 -0.57529
11 H 0.23615 -3.80537 1.43194
12 C -1.34792 -2.10587 -0.98048
13 C -2.08275 -1.70888 0.19800
14 H 1.65289 -0.64945 -2.51922
15 H 1.81632 1.80509 1.07183
16 H 2.86963 -0.61924 1.64930
17 H -3.01810 -1.14421 0.20335
18 H 0.36167 -3.52482 -1.24957
19 H -1.88755 -2.38532 2.31699
20 Mg -0.52285 -0.09500 0.01436
21 C -1.77243 -1.72908 -2.37523
22 C -3.29102 -1.99964 -2.42196
23 C -1.06283 -2.57463 -3.43534
24 H -3.46519 -3.04171 -2.10743
25 H -3.70198 -1.85495 -3.42482
26 H -3.83142 -1.34451 -1.72544
27 H -1.20650 -3.64166 -3.21459
28 H 0.01567 -2.37280 -3.46950
29 H -1.48522 -2.36349 -4.42692
30 C -1.40388 -0.21274 -2.59723
31 C -2.13505 0.49968 -3.71624
32 H -0.32874 -0.12601 -2.78859
33 H -1.66470 0.39099 -1.69389
34 O -3.34751 0.38217 -3.84057
35 N -1.41007 1.32161 -4.57650
36 C -0.24943 2.15411 -4.16645
37 H -2.02855 1.79846 -5.22747
38 C 1.06942 1.54031 -4.56769
39 C 2.26925 2.16712 -4.21477
40 H 2.23616 3.11290 -3.67492
41 C 3.49581 1.59046 -4.55367
42 H 4.43036 2.07588 -4.26548
43 C 3.53406 0.38478 -5.26591
44 H 4.49080 -0.07961 -5.52020
45 C 2.33536 -0.21825 -5.66627
46 H 2.33709 -1.14661 -6.24041
47 C 1.10719 0.37149 -5.33284
48 H 0.16478 -0.05919 -5.67814
49 H -0.27090 2.32934 -3.07340
50 H -0.35061 3.13552 -4.66304
51 C -2.24520 3.53224 2.81424
52 C -0.81389 3.01363 2.67020
53 C 0.18063 4.16225 2.86861
54 C -0.55748 1.88609 3.66498
55 C -0.63826 2.14623 5.02215
56 C -0.36168 1.15932 5.96276
57 C 0.05351 -0.09566 5.53485
58 C 0.15761 -0.40135 4.18555
59 C 0.72880 -1.76162 3.81034
60 C 2.14868 -1.96388 4.35992
61 C -0.13272 -2.89483 4.37261
62 C -0.32279 0.54619 3.21455
63 O -0.60137 0.22570 1.99381
64 H -2.38962 3.99382 3.79988
65 H -2.95751 2.70687 2.71514
66 H -2.47470 4.27723 2.04587
67 H -0.67983 2.61411 1.65583
68 H 0.04293 4.63445 3.85149
69 H 1.21310 3.79850 2.80697
70 H 0.04892 4.92909 2.09605
71 H -0.92010 3.14882 5.34623
72 H -0.45162 1.37573 7.02644
73 H 0.31750 -0.85970 6.26697
74 H 0.76521 -1.81399 2.71632
75 H 2.11751 -1.99536 5.45606
76 H 2.56320 -2.91558 4.00131
77 H 2.81897 -1.15162 4.05645
78 H -1.18618 -2.76491 4.12081
79 H 0.20405 -3.86396 3.98837
80 H -0.04958 -2.91223 5.46469

Summary:
HOMO = -3.8 eV
Relative energy (zero: lowest compared OMol25 entry of this formula, charge and spin) = 0.00 kJ/mol
Net charge = -1
Max |F| = 0.054 Eh/bohr

***

# 5
Computed, not measured: a structure of composition C34H43BN4O9Rh at a distorted geometry, with ωB97M-V/def2-TZVPD.

CARTESIAN COORDINATES (ANGSTROEM)
1 Rh -0.39209 0.08150 0.49365
2 C 2.18126 2.97061 1.05751
3 C 2.89550 3.26602 -0.25607
4 C 1.97365 4.03196 -1.21567
5 C 3.52051 2.02129 -0.87191
6 C 4.87230 2.08644 -1.20621
7 C 5.55567 0.99514 -1.71049
8 C 4.89266 -0.21336 -1.84376
9 C 3.54388 -0.32594 -1.53163
10 C 2.87805 -1.68899 -1.53928
11 C 3.14677 -2.33586 -0.17345
12 C 3.35257 -2.59902 -2.67136
13 C 2.84218 0.81232 -1.09774
14 N 1.41678 0.73077 -0.99100
15 C 0.78194 1.11517 -2.04312
16 C -0.62659 1.02560 -2.16829
17 C -1.46094 1.54654 -3.14029
18 C -2.76564 1.24824 -2.73026
19 C -2.68460 0.55541 -1.51895
20 N -1.37860 0.41733 -1.18090
21 C -3.87069 -0.02095 -0.76860
22 C -5.04017 0.97162 -0.83490
23 C -3.57102 -0.28934 0.70779
24 C -4.28583 -1.33633 -1.44984
25 H 1.93138 3.89918 1.57717
26 H 2.79618 2.35740 1.71983
27 H 1.26048 2.43027 0.86647
28 H 3.73811 3.92212 -0.02445
29 H 1.03797 3.49490 -1.38224
30 H 2.46078 4.19885 -2.18020
31 H 1.71390 5.00578 -0.79191
32 H 5.39535 3.02506 -1.05585
33 H 6.60172 1.08078 -1.97933
34 H 5.43550 -1.08308 -2.19433
35 H 1.80151 -1.54890 -1.64452
36 H 4.22321 -2.36127 0.01783
37 H 2.76639 -3.35742 -0.13863
38 H 2.66539 -1.77544 0.62886
39 H 4.37289 -2.95326 -2.50080
40 H 3.32551 -2.08569 -3.63536
41 H 2.71090 -3.48062 -2.73769
42 H 1.33208 1.53709 -2.88798
43 H -1.14817 2.09177 -4.02022
44 H -3.67355 1.51082 -3.25081
45 H -4.74978 1.94034 -0.42078
46 H -5.88191 0.57918 -0.25734
47 H -5.38349 1.12519 -1.85957
48 H -3.35097 0.63952 1.23415
49 H -2.72365 -0.96664 0.83239
50 H -4.44009 -0.75897 1.17567
51 H -4.61012 -1.14529 -2.47534
52 H -5.11408 -1.80114 -0.90391
53 H -3.44251 -2.02879 -1.47476
54 O 0.29699 0.18931 4.52331
55 C 0.14275 0.68207 3.42314
56 O 0.38848 0.03868 2.31081
57 C -0.25134 2.13796 3.29936
58 C 0.02173 2.96768 4.37605
59 C -0.18405 4.33285 4.28053
60 C -0.63672 4.92804 3.10611
61 C -0.91038 4.10188 2.04508
62 C -0.78361 2.69511 2.12383
63 O -1.18734 2.01118 1.08014
64 N -1.32114 4.58700 0.81521
65 O -1.56797 3.69504 -0.17582
66 O -1.46480 5.80928 0.51874
67 N 0.10462 5.18027 5.43110
68 O -0.05344 6.38284 5.31364
69 O 0.50093 4.65208 6.45355
70 H 0.41710 2.53286 5.28221
71 H -0.76191 5.99666 3.01718
72 C -1.49412 -4.36959 1.94214
73 C -0.57370 -4.17751 0.74269
74 C 0.44160 -5.30503 0.70083
75 O 0.11474 -2.92921 0.95233
76 B -0.50084 -1.95556 0.20503
77 O -1.41794 -2.50057 -0.67921
78 C -1.33743 -3.93757 -0.60457
79 C -2.74694 -4.50043 -0.63698
80 C -0.56673 -4.39792 -1.83662
81 H -0.88408 -4.41307 2.84517
82 H -2.07348 -5.29064 1.86205
83 H -2.17595 -3.52346 2.04237
84 H 0.96505 -5.34737 1.65738
85 H 1.18005 -5.15940 -0.08271
86 H -0.06206 -6.26093 0.53575
87 H -3.37819 -4.02883 0.11529
88 H -2.72959 -5.57999 -0.46638
89 H -3.19053 -4.31484 -1.61704
90 H 0.44793 -3.99396 -1.82894
91 H -1.07358 -4.00569 -2.71960
92 H -0.52265 -5.48712 -1.90472

Summary:
HOMO (alpha / beta) = -4.3 / -5.5 eV
Relative energy (zero: lowest compared OMol25 entry of this formula, charge and spin) = 30.31 kJ/mol
Net charge = -1
Max |F| = 0.020 Eh/bohr
Multiplicity = 5